Entry 1:
30
Properties=species:S:1:pos:R:3:lowdin_charge:R:1 method="wB97M-V/def2-TZVPD" energy_ev=-15664.27532 multiplicity=1 total_charge=+1
H -1.861 0.812 -1.485 0.14
C -1.710 -0.258 -1.171 -0.15
H -3.954 0.975 0.231 0.12
H -0.510 -2.115 -1.600 0.15
C 2.304 1.512 2.581 0.05
H -5.001 -0.263 2.263 0.09
C 3.393 0.420 0.667 -0.25
C -0.870 -1.029 -1.880 -0.21
H 0.922 -1.216 -3.249 0.08
C -0.012 -0.695 -3.040 -0.16
H 3.597 -0.494 -1.419 0.14
N 1.734 0.284 -0.744 0.12
H 2.832 2.464 2.367 0.14
H 1.321 1.532 3.111 0.14
C -3.562 -0.043 0.447 -0.14
C -4.565 -0.772 1.347 -0.12
C 1.300 0.759 0.419 -0.04
H 0.149 0.391 -3.180 0.09
H -5.470 -0.978 0.879 0.04
H 5.278 0.598 1.017 0.12
H -2.288 -1.711 0.402 0.14
C -2.527 -0.690 -0.051 -0.17
H -0.510 -1.055 -3.992 0.11
N 2.265 0.915 1.288 -0.05
C 3.053 0.012 -0.638 0.05
H 2.967 0.790 2.948 0.08
O 4.466 0.510 1.458 0.14
H -4.249 -1.811 1.805 0.11
H 1.096 -0.106 -1.421 0.09
H 0.413 1.265 0.643 0.15



Entry 2:
228
Properties=species:S:1:pos:R:3:lowdin_charge:R:1 method="wB97M-V/def2-TZVPD" energy_ev=-100304.53612 multiplicity=1
H 6.346 0.152 -4.808 0.09
C -5.466 3.489 -4.149 -0.49
C 3.502 -4.349 2.622 -0.06
C 3.436 -4.842 1.220 -0.49
C -1.003 -0.400 -1.298 -0.10
H -0.411 3.243 3.433 0.05
H 1.756 5.329 -0.179 0.09
N 0.509 0.819 0.305 -0.04
H 4.381 1.101 -6.997 0.13
H 3.172 4.393 6.317 0.09
C 2.086 4.711 0.657 -0.04
H 2.996 -3.381 2.682 0.07
H -0.544 2.967 -0.916 0.09
H 5.188 3.369 -0.431 0.09
H 0.879 -2.604 0.735 0.12
O 2.574 2.799 -0.773 -0.09
H 1.625 -5.459 1.483 0.10
H -1.773 -0.134 -5.998 0.10
H -2.347 -3.647 4.417 0.08
C 5.534 0.025 -5.513 -0.18
H -5.694 -0.055 -1.634 0.09
C -5.590 -4.953 -3.177 -0.04
H 0.486 -3.317 -4.430 0.08
H 1.487 4.671 3.097 0.05
H 3.065 -5.100 -2.367 0.07
H -2.848 -3.024 -5.500 0.12
H 1.114 3.262 5.494 0.13
N 3.194 1.454 -4.545 -0.06
O 2.399 2.268 -3.636 -0.06
C -4.154 4.241 -4.007 -0.05
C 2.591 -0.938 5.621 -0.14
H -3.298 3.594 -3.831 0.06
O 1.027 -2.292 8.792 -0.03
H 5.419 0.664 -2.779 0.07
H 3.255 2.974 1.097 0.11
H -1.262 -4.788 5.209 0.08
C -4.114 -2.557 -1.458 -0.03
H 0.339 0.190 3.044 0.07
H 3.987 -2.894 0.468 0.08
H 3.035 4.191 -5.548 0.09
H 2.892 -1.138 1.874 0.07
C -4.900 -3.542 -5.158 -0.17
H -0.918 -0.502 -4.471 0.04
C 4.278 -1.045 7.526 -0.16
H 5.996 -0.564 -6.342 0.12
H -5.161 -2.776 -5.893 0.13
C -1.241 0.282 -5.116 -0.06
C -1.008 -4.620 3.054 -0.48
H 0.379 1.923 -1.968 0.07
H -0.151 -2.829 6.691 0.09
C 2.779 2.843 4.199 -0.03
H 4.539 -4.204 2.972 0.10
H -7.218 -4.731 -5.280 0.08
C 3.592 0.214 -3.834 -0.52
O 0.804 0.618 -6.292 -0.06
H -7.587 -2.421 -2.238 0.09
C 3.401 3.303 -6.086 -0.03
C 3.761 -2.387 9.555 -0.02
H 4.778 -1.537 -4.286 0.13
O -5.069 5.884 -1.154 -0.05
O 0.650 -4.476 -1.407 -0.05
H -2.627 -5.355 4.246 0.10
H 3.622 3.409 3.725 0.10
H -2.598 -1.833 -3.333 0.08
C 2.845 -0.030 9.277 -0.02
C 4.450 4.174 -0.223 -0.04
C -0.776 0.912 -0.509 -0.47
C -1.995 1.226 0.357 -0.02
C -5.906 -3.710 -4.029 -0.49
C -1.820 -4.578 4.298 -0.07
C -4.647 -1.796 -2.662 -0.49
H 2.728 0.694 8.476 0.05
N 2.061 -1.864 7.833 -0.07
O -6.498 4.461 -4.448 -0.07
H -2.718 -5.219 1.864 0.10
C -2.018 2.470 4.424 -0.47
O -1.113 2.590 3.322 -0.09
C -0.734 -1.671 -0.474 -0.16
H -2.264 -3.530 1.829 0.08
H -1.468 -1.779 0.359 0.10
H 4.375 4.805 -1.109 0.08
H 4.036 1.340 -2.033 0.06
H -3.713 -1.932 -0.680 0.07
H 6.073 2.559 -3.893 0.08
H 2.661 -1.526 -2.974 0.07
H -0.719 -0.891 2.174 0.05
C 2.388 -4.636 -3.108 -0.04
H -2.649 4.986 -1.630 0.07
C 4.222 2.313 -5.215 -0.46
H -8.120 -4.002 -3.912 0.08
H -3.893 3.465 0.829 0.07
H 5.050 -0.443 8.070 0.14
H -0.344 -0.306 7.394 0.10
C 2.392 -0.579 -3.434 -0.04
C -4.180 5.291 -0.206 -0.50
H -1.999 -0.417 -1.693 0.08
H -3.456 1.157 3.425 0.07
C 4.376 -0.658 -4.814 -0.14
C 2.438 4.843 5.634 -0.06
H 1.661 5.364 6.234 0.10
H 5.925 1.942 -6.553 0.11
H -5.456 3.082 -6.236 0.09
H 3.667 0.745 6.613 0.09
H -0.354 -0.473 -2.181 0.10
H -2.487 4.637 4.455 0.08
H -5.324 0.028 -3.326 0.07
H 2.280 2.115 3.513 0.08
H -2.101 0.288 4.154 0.07
H 1.293 -3.391 5.824 0.10
H 2.622 0.562 1.972 0.05
H 2.997 -5.031 3.281 0.08
C 5.078 1.383 -6.144 -0.12
H 0.344 1.687 -4.583 0.13
H 1.650 0.973 -5.958 0.05
C -0.164 1.289 -5.512 -0.52
H 4.715 -1.972 7.140 0.13
H -0.806 -2.566 -1.093 0.08
H -6.352 -4.976 -2.385 0.08
C 4.238 -3.951 0.291 -0.02
H 2.984 5.592 5.113 0.07
H 2.962 -2.483 10.260 0.06
O -0.070 -5.769 3.046 -0.08
C -0.788 2.441 -6.250 -0.05
H -2.051 0.746 -4.530 0.06
H -0.198 1.816 1.750 0.05
C -2.774 5.498 -0.668 -0.06
C 0.649 -2.490 5.967 -0.03
H -1.659 2.942 -5.807 0.07
H -3.525 3.635 3.454 0.08
C 5.175 3.131 -4.225 -0.01
H 1.935 -0.071 9.906 0.09
H -3.678 3.600 5.231 0.08
H 2.860 -3.954 -3.803 0.07
C -2.966 3.656 4.420 -0.05
H 1.201 4.179 1.039 0.06
H -3.387 0.981 5.116 0.08
C 1.231 -3.882 -2.503 -0.55
H 2.533 2.744 -6.497 0.08
H -5.825 2.895 -3.287 0.13
H 2.120 -0.337 4.793 0.11
H -4.183 3.193 -0.886 0.07
H 1.764 -0.784 -4.297 0.09
H 5.514 4.064 -4.671 0.07
H -2.102 5.081 0.052 0.07
H 3.672 0.222 9.955 0.09
O 2.061 -4.803 0.907 -0.08
H 2.537 5.295 1.467 0.08
H 3.745 -0.964 -5.623 0.12
C -4.921 -0.326 -2.364 -0.03
C 3.216 -1.343 8.526 -0.55
C 0.287 -0.665 2.365 -0.03
H 0.320 0.292 5.828 0.08
H -4.562 1.917 -5.165 0.06
H -4.585 -4.941 -2.706 0.07
H -4.215 4.970 -3.193 0.05
C 0.592 -0.097 6.829 -0.03
H -3.136 -4.011 -4.046 0.11
H -4.765 -4.489 -5.678 0.13
H 3.760 -5.892 1.149 0.15
H -2.075 0.601 1.259 0.08
N -5.895 -2.446 -3.132 -0.05
H 0.536 -1.476 9.037 0.08
H 2.974 -1.902 5.178 0.13
H 4.083 -4.194 -0.757 0.06
O 0.957 4.395 3.839 -0.05
H -1.375 2.092 -2.263 0.10
C 0.669 -1.684 0.138 -0.11
H -0.001 3.148 -6.485 0.07
C -1.835 -4.535 1.793 -0.04
H -1.226 -4.776 0.915 0.08
H 3.106 -0.067 0.404 0.08
H 4.028 3.688 -6.889 0.08
H 1.735 -0.097 -2.708 0.08
O -6.708 -2.636 -1.936 -0.05
C -3.574 -1.919 -3.819 -0.12
C 4.374 0.456 -2.575 -0.02
H 1.990 2.127 -0.337 0.07
H -4.674 6.747 -1.292 0.08
H -5.501 3.639 0.165 0.07
H 3.234 2.268 4.982 0.05
H -7.426 -2.997 -5.217 0.08
H -1.033 1.931 -7.203 0.09
C 3.102 3.630 0.256 -0.46
H -1.887 2.242 0.730 0.06
C -7.296 -3.883 -4.616 -0.04
H 0.702 -1.522 2.900 0.07
H 1.920 -5.452 -3.679 0.09
C -2.760 1.152 4.235 -0.05
C 2.503 -0.283 1.302 -0.01
H 1.345 -1.704 -0.736 0.10
H 3.936 -3.390 9.155 0.09
H -4.003 4.880 -4.885 0.09
H -4.331 5.765 0.773 0.14
H -0.696 -3.193 -3.066 0.04
H 4.844 4.770 0.574 0.06
H 1.106 0.722 7.322 0.06
H -3.666 -1.064 -4.501 0.10
H 4.378 -0.425 -1.962 0.08
H 2.737 2.437 -2.736 0.05
C -0.589 2.015 -1.471 -0.03
H 1.223 -4.474 -0.620 0.05
H 4.593 3.392 -3.339 0.05
C 0.099 -3.761 -3.517 -0.04
H -2.484 6.557 -0.844 0.10
H 4.578 -0.331 5.501 0.13
H 4.675 -1.989 10.027 0.09
H -0.299 -4.793 -3.716 0.10
H -2.955 1.164 -0.127 0.07
H -3.363 -3.291 -1.735 0.08
C 1.472 -1.324 6.591 -0.51
H 0.151 -2.205 5.031 0.06
O 0.642 1.919 1.257 -0.07
H -6.363 1.910 -5.311 0.08
H -6.807 4.860 -3.620 0.09
H -0.312 -3.808 3.051 0.10
H -0.563 -6.623 3.037 0.11
C -5.453 2.517 -5.292 -0.07
C -3.552 -3.201 -4.676 -0.20
C -4.471 3.814 -0.037 -0.04
H 5.283 -4.080 0.565 0.09
H -1.450 2.461 5.378 0.13
H -4.024 0.280 -2.196 0.06
C 1.766 3.791 4.820 -0.50
H 1.537 -2.831 -2.259 0.09
H -4.903 -3.083 -0.907 0.08
H -5.584 -5.931 -3.754 0.11
C 0.969 -0.425 1.007 -0.44
C 3.791 -0.305 6.294 -0.20



Entry 3:
25
Properties=species:S:1:pos:R:3:lowdin_charge:R:1 method="wB97M-V/def2-TZVPD" energy_ev=-24178.03568 multiplicity=1
C -1.401 -1.932 3.385 -0.04
O -2.228 -1.512 -0.646 0.12
N 0.824 1.025 -2.810 0.04
H -1.873 -2.766 3.863 0.09
H 1.630 2.083 -4.616 0.07
H -0.036 -1.299 4.858 0.10
H -2.634 -2.065 1.780 0.09
C -1.165 -0.717 1.248 -0.17
O -1.301 0.235 -3.324 0.17
H 0.949 0.367 3.455 0.11
H 1.227 0.476 -4.815 0.05
C -0.200 0.040 1.730 -0.07
C -0.373 0.264 -2.570 -0.33
C -0.318 -1.165 3.826 -0.11
C -1.309 -0.838 -0.185 -0.24
C 0.463 0.966 -0.542 0.04
O 1.640 1.391 1.490 0.14
C 1.619 1.141 -4.131 0.05
O 2.140 2.345 -1.444 0.16
N 0.188 -0.112 3.095 0.08
N -1.931 -1.495 2.096 0.06
H 2.701 0.900 -3.940 0.11
C -0.523 0.123 -1.092 0.10
C 0.645 0.988 0.908 -0.23
C 1.264 1.559 -1.620 -0.42



Entry 4:
39
Properties=species:S:1:pos:R:3:lowdin_charge:R:1 method="wB97M-V/def2-TZVPD" energy_ev=-31562.44536 multiplicity=1
H 7.095 0.053 4.070 0.10
O 2.972 -0.087 1.379 0.08
H 8.985 0.445 2.477 0.11
C 6.921 0.332 3.039 -0.08
C -2.445 -1.057 -0.274 -0.27
C 5.605 0.306 2.565 -0.02
O -3.107 -2.277 -0.052 0.02
H 4.747 0.083 3.228 0.12
C -0.290 -1.778 0.864 0.02
C 5.285 0.625 1.228 -0.12
C -4.394 -0.842 -1.141 -0.25
H -8.874 -0.872 -2.455 0.11
C 6.353 0.959 0.365 -0.02
C -5.580 -0.213 -1.771 -0.20
N -3.188 -0.199 -0.863 0.20
C 1.058 -1.507 1.245 0.00
H 1.657 -2.260 1.782 0.13
C 7.657 0.842 0.814 -0.08
H 6.082 1.238 -0.668 0.13
C -7.813 1.000 -2.818 -0.07
O 3.632 1.328 -0.309 0.09
C 3.865 0.643 0.697 -0.38
H -0.990 1.216 -0.658 0.12
C -6.779 -0.944 -1.859 -0.02
H -6.491 2.688 -3.065 0.10
C -0.468 0.445 -0.106 0.01
C 1.653 -0.315 0.933 -0.21
C 7.944 0.519 2.142 -0.09
N -5.500 1.092 -2.193 0.11
C -1.061 -0.817 0.141 -0.13
C 0.873 0.639 0.261 0.01
H -0.733 -2.733 1.134 0.11
C -7.921 -0.343 -2.408 -0.06
H -6.831 -1.956 -1.451 0.11
H 8.478 1.063 0.155 0.10
N -4.364 -2.080 -0.674 0.13
H -8.719 1.482 -3.161 0.10
H 1.282 1.604 0.102 0.10
C -6.599 1.680 -2.698 -0.13



Entry 5:
53
Properties=species:S:1:pos:R:3:lowdin_charge:R:1 method="wB97M-V/def2-TZVPD" energy_ev=-32235.73824 multiplicity=1
H 1.485 2.360 -1.777 0.11
C -4.469 -4.370 0.117 -0.11
H 4.450 -1.308 -1.777 0.12
C -1.288 1.196 -0.253 0.00
H -4.693 -1.187 1.388 0.13
C 4.866 -0.576 1.436 -0.17
C -1.929 -0.076 0.016 -0.33
C 4.892 -1.406 -0.785 -0.17
O -1.674 3.563 -0.219 0.05
H 1.998 3.967 0.038 0.08
C 0.767 2.514 -0.971 -0.16
N 4.234 -0.484 0.128 -0.18
H 4.782 -2.451 -0.446 0.13
C -3.899 -1.361 0.660 -0.13
O 6.992 -1.117 0.400 -0.13
H 6.862 -0.351 2.253 0.13
C 6.379 -1.056 -0.865 -0.20
H 6.908 -1.770 -1.498 0.13
H 2.526 -1.741 0.337 0.13
H 0.755 3.247 1.056 0.08
H 2.425 -0.120 1.052 0.12
H -5.783 -3.483 -1.326 0.10
C -4.035 1.050 0.545 -0.48
H 2.629 0.788 -1.356 0.12
O -5.198 1.018 0.870 0.10
O -1.364 -1.170 -0.083 0.04
H -5.126 -1.175 -1.081 0.12
H 6.486 -0.044 -1.283 0.13
N -3.380 2.223 0.286 0.20
C 2.800 -0.682 0.192 -0.18
H -3.668 -2.153 -1.323 0.11
H 2.201 -0.849 -1.893 0.12
H 6.452 0.796 0.942 0.13
C -5.306 -3.199 -0.386 -0.26
H 0.043 3.261 -1.288 0.10
N -3.253 -0.077 0.414 0.06
C 6.351 -0.241 1.296 -0.20
C 0.059 1.228 -0.673 -0.16
N 0.720 0.092 -0.820 0.09
H -3.143 -2.030 1.072 0.12
H -4.079 -4.173 1.112 0.07
H -6.097 -2.979 0.333 0.11
C -4.484 -1.935 -0.629 -0.18
H 0.157 -0.743 -0.586 0.11
H -3.631 -4.552 -0.552 0.07
H 2.210 2.323 0.649 0.06
H 4.395 0.142 2.110 0.12
C 1.483 3.041 0.277 -0.06
H -3.926 3.070 0.398 0.17
C -2.055 2.415 -0.083 -0.41
H -5.074 -5.272 0.164 0.07
H 4.762 -1.588 1.865 0.13
C 2.116 -0.131 -1.072 -0.14



| no. | maximum force (eV/Å) |
| --- | --- |
| 1 | 3.70 |
| 2 | 2.53 |
| 3 | 4.84 |
| 4 | 3.50 |
| 5 | 0.54 |